1.
Entry from the Open Molecules 2025 dataset: a structure of composition C22H37F5OReSi in a non-equilibrium geometry (ωB97M-V with the def2-TZVPD basis set).

Each line ends with the Mulliken charge.
Cartesian coordinates (Å):
Re: 1.495 0.479 0.314  1.441
C: -0.527 2.005 -2.900  -1.661
C: -1.108 0.697 -2.357  2.866
C: -0.368 -0.434 -3.082  -1.815
C: -2.580 0.642 -2.765  -1.880
Si: -0.899 0.592 -0.367  -2.293
C: -1.455 2.295 0.542  2.573
C: -1.693 2.111 2.042  -1.947
C: -2.719 2.901 -0.062  -1.856
C: -0.323 3.319 0.405  -1.866
C: -1.990 -0.919 0.368  2.773
C: -1.878 -2.175 -0.498  -2.081
C: -1.478 -1.303 1.760  -1.526
C: -3.481 -0.584 0.472  -1.789
H: -0.609 2.017 -3.987  0.572
H: 0.522 2.086 -2.645  0.140
H: -1.050 2.873 -2.513  0.283
H: -0.686 -0.468 -4.124  0.604
H: -0.562 -1.405 -2.646  0.306
H: 0.702 -0.253 -3.069  0.266
H: -2.657 0.778 -3.844  0.604
H: -3.151 1.429 -2.289  0.293
H: -3.033 -0.311 -2.518  0.352
H: -2.561 1.492 2.246  0.358
H: -1.872 3.082 2.506  0.591
H: -0.823 1.669 2.520  0.206
H: -3.544 2.198 -0.040  0.306
H: -2.556 3.211 -1.088  0.362
H: -3.013 3.785 0.503  0.571
H: 0.590 2.942 0.878  0.274
H: -0.589 4.249 0.908  0.543
H: -0.122 3.549 -0.635  0.258
H: -0.841 -2.473 -0.593  0.189
H: -2.299 -2.025 -1.486  0.314
H: -2.425 -2.996 -0.033  0.625
H: -0.424 -1.568 1.717  0.030
H: -2.021 -2.164 2.146  0.574
H: -1.604 -0.489 2.463  0.269
H: -3.889 -0.316 -0.496  0.318
H: -3.674 0.229 1.162  0.316
H: -4.029 -1.453 0.837  0.557
C: 1.454 -0.352 3.408  -0.757
O: 1.222 0.230 2.196  -0.618
H: 1.955 -1.328 3.294  0.158
H: 0.508 -0.526 3.942  0.295
H: 2.098 0.290 4.026  0.290
F: 3.972 0.918 -0.751  -0.286
C: 2.716 1.395 -1.177  0.316
F: 2.718 1.099 -2.521  -0.271
C: 2.948 2.921 -1.066  0.700
F: 4.119 3.318 -1.565  -0.277
F: 2.953 3.250 0.247  -0.226
F: 2.010 3.675 -1.649  -0.236
C: 2.091 -1.405 -0.703  -1.187
C: 2.404 -2.458 0.292  0.422
C: 3.494 -2.337 1.161  -0.202
C: 3.762 -3.314 2.102  -0.677
C: 2.960 -4.440 2.189  -0.438
C: 1.905 -4.592 1.304  -0.780
C: 1.627 -3.614 0.370  -0.313
H: 1.326 -1.769 -1.393  0.287
H: 2.990 -1.163 -1.279  0.853
H: 4.135 -1.466 1.093  0.414
H: 4.594 -3.198 2.781  0.390
H: 3.169 -5.200 2.927  0.404
H: 1.286 -5.474 1.340  0.415
H: 0.808 -3.756 -0.319  0.306

Values from the calculation:
spin multiplicity = 2
electronic energy = -49054.7522 eV
HOMO-LUMO gap (spin up / spin down) = 7.3 / 7.3 eV
charge = 0
energy relative to the best compared isomer or geometry (same formula, charge and spin) = 17.48 kcal per mole

2.
Entry from the Open Molecules 2025 dataset: a cluster of 7 separate species, C22H37FNO15 in total in a non-equilibrium geometry (ωB97M-V with the def2-TZVPD basis set).

Each line ends with the Mulliken charge.
Cartesian coordinates (Å):
F: 0.035 0.347 -1.008  -0.691
C: -2.604 -1.052 -2.623  -1.038
C: -2.456 -2.497 -2.122  0.343
C: -1.175 -2.843 -1.388  0.283
O: -1.656 -3.674 -0.325  -0.393
C: -3.000 -3.522 -0.195  0.614
O: -3.687 -3.987 0.705  -0.596
O: -3.472 -2.785 -1.220  -0.396
H: -1.896 -0.878 -3.445  0.238
H: -2.350 -0.293 -1.871  -0.057
H: -3.590 -0.911 -3.103  0.455
H: -2.552 -3.215 -2.951  0.277
H: -0.661 -1.920 -0.933  -0.287
H: -0.487 -3.324 -2.031  0.412
C: -3.699 0.057 2.814  -1.540
C: -2.572 -0.588 2.029  1.621
C: -1.241 0.053 2.458  0.160
O: -0.506 -1.004 2.941  -0.262
C: -1.115 -2.160 2.705  0.599
O: -0.588 -3.257 2.912  -0.652
O: -2.348 -1.968 2.355  -0.418
H: -3.769 1.070 2.404  0.362
H: -3.422 0.104 3.861  0.398
H: -4.730 -0.331 2.697  0.331
H: -2.597 -0.452 0.969  -0.579
H: -1.376 0.852 3.185  0.373
H: -0.648 0.408 1.621  -0.380
C: -4.539 2.568 -1.815  -1.329
C: -3.854 1.952 -0.586  0.514
C: -2.387 2.240 -0.543  0.479
O: -2.263 3.469 0.071  -0.355
C: -3.415 3.721 0.667  0.512
O: -3.581 4.692 1.395  -0.640
O: -4.247 2.709 0.548  -0.434
H: -4.151 3.655 -1.972  0.291
H: -5.624 2.557 -1.852  0.355
H: -4.119 2.078 -2.680  0.347
H: -3.981 0.915 -0.435  0.505
H: -1.956 2.214 -1.580  0.339
H: -1.956 1.384 0.009  -0.632
C: 2.179 -1.296 1.103  -0.176
O: 3.317 -1.869 1.677  -0.409
C: 3.439 -1.814 3.027  0.757
O: 2.510 -1.342 3.978  -0.613
O: 4.626 -2.207 3.345  -0.312
C: 4.903 -2.527 4.720  -0.719
H: 1.265 -1.920 0.963  0.168
H: 2.384 -1.050 0.086  0.182
H: 1.775 -0.377 1.604  0.159
H: 5.399 -1.649 5.076  0.318
H: 5.711 -3.299 4.755  0.254
H: 4.054 -2.664 5.399  0.336
C: 5.102 4.157 2.515  -0.576
O: 4.194 4.363 1.502  -0.311
C: 3.545 3.256 0.995  0.603
O: 3.724 1.962 1.512  -0.549
O: 2.835 3.453 -0.056  -0.330
C: 1.881 2.465 -0.369  -0.022
H: 5.548 5.114 2.833  0.226
H: 5.943 3.426 2.202  0.250
H: 4.695 3.716 3.428  0.281
H: 1.393 2.100 0.530  0.125
H: 2.285 1.550 -0.739  0.059
H: 1.038 2.857 -1.000  0.166
C: 1.453 -2.487 -4.692  -1.475
C: 1.056 -1.216 -3.840  0.543
C: 2.148 -0.249 -3.639  0.073
C: 2.488 0.549 -4.858  0.119
N: 2.677 1.204 -5.768  -0.503
H: 0.621 -3.194 -4.873  0.330
H: 2.291 -2.969 -4.156  0.342
H: 1.761 -2.049 -5.618  0.485
H: 0.736 -1.534 -2.828  -0.460
H: 0.335 -0.619 -4.320  0.388
H: 3.047 -0.743 -3.326  0.498
H: 1.876 0.508 -2.843  -0.339

Values from the calculation:
electronic energy = -58332.7624 eV
HOMO-LUMO gap = 9.1 eV
charge = -1
energy relative to the best compared isomer or geometry (same formula, charge and spin) = 0.00 kcal per mole

3.
Entry from the Open Molecules 2025 dataset: a structure of composition C22H37InNO4S in a non-equilibrium geometry (ωB97M-V with the def2-TZVPD basis set).

Each line ends with the Mulliken charge.
Cartesian coordinates (Å):
C: 8.152 2.123 1.601  -0.622
C: 7.727 1.193 0.282  -0.247
C: 7.158 -0.242 0.864  -0.213
C: 6.347 -1.120 -0.306  -0.622
C: 4.923 -1.599 0.378  -0.490
C: 3.907 -2.164 -0.798  -0.651
C: 2.506 -2.597 -0.029  -0.470
C: 1.304 -3.007 -1.103  -0.744
C: -0.123 -2.324 -0.636  0.042
C: -1.069 -2.018 -1.947  -0.686
C: -1.617 -0.481 -2.063  -0.954
C: -2.680 -0.049 -0.845  1.227
C: -3.961 -1.046 -1.058  -0.963
C: -5.229 -0.792 -0.053  0.552
C: -5.292 -1.704 1.348  -0.411
C: -6.553 -1.561 2.411  -0.402
C: -7.812 -0.495 2.144  -0.146
C: -7.754 0.424 0.783  -0.450
C: -6.484 0.236 -0.287  -0.018
O: -2.072 -0.039 0.527  -0.415
S: -1.037 1.310 0.699  1.138
O: -1.065 2.154 1.994  -0.552
O: 0.479 1.165 0.406  -0.516
O: -1.582 2.194 -0.653  -0.354
C: -2.825 1.564 -1.145  -0.417
N: -4.027 2.328 -0.642  -0.098
C: -3.771 3.849 -0.716  -0.323
C: -3.365 4.493 0.736  -0.883
H: 8.278 1.384 2.510  0.001
H: 9.191 2.674 1.400  0.337
H: 7.297 2.882 1.862  0.220
H: 8.641 1.042 -0.458  0.312
H: 6.867 1.743 -0.315  0.298
H: 8.087 -0.871 1.264  0.306
H: 6.385 -0.046 1.743  -0.152
H: 6.151 -0.474 -1.265  0.321
H: 7.036 -2.030 -0.624  0.331
H: 4.383 -0.676 0.905  0.198
H: 5.059 -2.486 1.149  0.221
H: 3.663 -1.377 -1.632  0.336
H: 4.311 -3.160 -1.314  0.255
H: 2.209 -1.686 0.655  0.223
H: 2.650 -3.537 0.681  0.271
H: 1.121 -4.166 -1.163  0.302
H: 1.664 -2.656 -2.161  0.400
H: 0.117 -1.391 0.029  -0.093
H: -0.733 -3.093 0.037  0.247
H: -1.923 -2.844 -2.063  0.242
H: -0.365 -2.187 -2.896  0.466
H: -0.707 0.249 -2.155  0.335
H: -2.251 -0.378 -3.059  0.447
H: -3.649 -2.189 -0.906  0.491
H: -4.354 -0.996 -2.183  0.443
H: -4.460 -2.504 1.612  0.361
H: -6.664 -2.207 3.402  0.384
H: -8.728 -0.369 2.863  0.406
H: -8.587 1.213 0.488  0.370
H: -6.510 0.891 -1.259  0.386
H: -2.834 1.680 -2.316  0.376
H: -4.764 2.187 -1.395  0.311
H: -4.823 4.320 -1.024  0.390
H: -3.037 4.141 -1.593  0.329
H: -4.046 5.453 0.909  0.322
H: -2.248 4.889 0.767  0.247
H: -3.584 3.715 1.597  0.235
In: 6.972 1.063 4.018  0.814

Values from the calculation:
electronic energy = -49054.6039 eV
HOMO-LUMO gap = 1.9 eV
charge = +3
energy relative to the best compared isomer or geometry (same formula, charge and spin) = 386.81 kcal per mole